1.
Entry from the OMol25 dataset: C3H3ClFNS2 in the gas phase in a non-equilibrium geometry (wB97M-V/def2-TZVPD).

Computed properties:
- HOMO-LUMO gap: 8.4 eV
- Energy: -41558.6184 eV
- Highest occupied orbital energy: -0.322 Eh
- Strongest force on any atom: 1.6 eV/Å
- Relative energy (zero: lowest compared OMol25 entry of this formula, charge and spin): 0.0 kJ/mol

Cartesian coordinates (Å):
Cl -1.87030 -1.19249 -0.45423
S 2.24192 -0.96354 -0.12543
S -0.96940 0.68699 2.16122
F -1.12435 0.38076 -2.83131
N 0.38526 -0.26640 1.58391
C 0.67359 -0.55587 0.29517
C -0.19384 0.25259 -1.90329
C -0.40133 -0.35559 -0.71175
H 1.03222 -0.55364 2.30996
H -0.54886 1.92082 1.88649
H 0.77508 0.64636 -2.21073

Cartesian forces (eV/Å) of the 2 atoms listed first:
-0.581 -0.112 0.186
-1.131 -0.010 0.162



2.
Entry from the OMol25 dataset: a molecular structure, C15H16FN3O in a non-equilibrium geometry (wB97M-V/def2-TZVPD).

Computed properties:
- HOMO-LUMO gap: 7.5 eV
- Energy: -25037.4427 eV
- Highest occupied orbital energy: -0.255 Eh
- Strongest force on any atom: 16.1 eV/Å
- Relative energy (zero: lowest compared OMol25 entry of this formula, charge and spin): 1293.5 kJ/mol

Cartesian coordinates (Å):
F -5.54454 -1.97719 -0.56603
O 2.11242 -2.94371 -0.16268
N 3.64256 -1.15721 0.13907
N 1.22108 -1.14191 0.93033
N -1.75843 1.73258 0.63080
C -0.75073 0.96921 0.62901
C 0.05109 -1.53887 0.67846
C 2.34986 -1.90212 0.05351
C -3.29362 -1.47390 -0.26258
C 0.65441 1.52873 1.14882
C -2.35438 -0.35825 0.21323
C 3.96050 0.25800 -0.50501
C -2.69736 1.01532 0.10849
C -0.97451 -0.61454 0.41985
C 1.42623 0.11560 1.55279
C 2.57552 1.43395 -2.12863
C -4.63934 -1.10555 -0.30837
C -4.95965 0.09278 -0.38830
C 3.21100 0.29936 -1.77979
C -4.14482 1.21058 -0.05406
H 4.90802 0.28823 -0.64670
H 2.54010 0.24591 1.85229
H 2.64780 2.55848 -1.62154
H -1.77843 2.68384 0.49425
H 2.94838 -0.72978 -2.37548
H 0.69797 2.07145 1.96421
H -0.25162 -2.32852 1.59231
H -4.53920 2.39249 0.02024
H -3.00089 -2.32665 -0.38460
H 3.50055 0.95876 0.06993
H 4.24122 -1.71096 -0.24493
H -0.03472 -2.08346 -0.19454
H 1.97039 1.42405 -3.14918
H 1.16211 1.69352 0.37190
H -6.02844 0.58500 -0.63090
H 0.92948 -0.16520 2.53386

Cartesian forces (eV/Å) of the 2 atoms listed first:
-2.425 -2.940 -0.580
-1.334 -11.365 -3.705



3.
Entry from the OMol25 dataset: a molecular structure, C32H68AgF12N4O14S4 in a non-equilibrium geometry (wB97M-V/def2-TZVPD).

Computed properties:
- HOMO-LUMO gap: 10.1 eV
- Energy: -148856.4487 eV
- Charge: +1
- Highest occupied orbital energy: -0.424 Eh
- Strongest force on any atom: 3.3 eV/Å

Cartesian coordinates (Å):
Ag 0.59697 0.59821 -0.82987
S -2.57913 0.53024 -0.42773
S 1.69296 -0.75261 -3.68466
S 1.93247 3.63970 -0.68991
S 1.82474 -0.89236 2.20859
F 0.28064 -2.87437 -4.56292
F 3.66271 -2.61324 2.63321
F 1.86228 -3.44465 1.61756
F 0.88581 5.31426 -2.45309
F 2.38270 -3.10354 -4.25482
F -5.19931 1.02610 -0.81220
F 1.62360 -2.04854 -5.97367
F 1.81537 -3.03751 3.70497
F 2.87020 4.56241 -3.02200
F 2.74477 5.95485 -1.42053
F -4.28098 0.31071 -2.56119
F -4.72618 -1.08948 -0.99352
O -3.27983 3.57771 -4.09919
O 0.94749 4.10457 0.26105
O 2.79862 -0.48675 1.21797
O 3.26393 3.35650 -0.20538
O 0.50201 -1.00043 1.58629
O 0.69910 0.24091 -4.01506
O -2.31184 1.90540 -0.74502
O -2.84996 0.22439 0.95148
O -1.62814 -0.34669 -1.08215
O 8.52799 -1.29098 -1.14124
O 1.78520 -0.24256 3.49522
O 3.09257 -0.37942 -4.05897
O 1.31213 2.60297 -1.53563
O 1.57098 -1.24736 -2.32578
N -1.48358 2.79600 3.19074
N 5.38753 -0.92882 -1.19963
N -0.57573 3.31305 -5.14234
N -2.60134 -3.88259 1.36238
C 2.31389 -2.61985 2.56345
C -1.00474 4.66564 -5.62911
C -2.38556 1.84754 3.89933
C 4.52555 -2.11013 -1.39718
C -2.39625 3.67230 2.37213
C 2.10843 4.88886 -1.95243
C -1.72833 -1.17489 6.33342
C -0.23081 -5.30392 0.08582
C 0.98059 3.22071 -5.23078
C 1.45323 -2.26422 -4.63981
C -2.18946 -5.28517 1.81308
C -1.57959 4.84863 1.93655
C -1.35126 -6.09801 0.74796
C -4.66029 -3.24134 4.55102
C -3.12238 -3.03912 2.53372
C -0.44552 2.06559 2.38066
C -1.62963 1.06604 5.04010
C -2.18139 3.79864 -3.24257
C 6.40182 -0.97086 -2.32331
C -0.89563 3.79671 4.11591
C -1.40746 -3.16664 0.82822
C -2.13201 -0.38189 5.09551
C -4.26097 0.16486 -1.21900
C -0.93822 3.04023 -3.65397
C -0.75468 -3.92611 -0.34528
C -4.43561 -3.55744 3.08186
C -0.62315 5.02419 3.17191
C -1.11398 2.22933 -6.04640
C -3.62182 -4.00430 0.26606
C 4.50783 0.27506 -1.42015
C 7.64551 -1.86183 -2.08698
C 5.83040 -0.84898 0.23676
H 6.47209 0.00965 0.43921
H -3.23076 -0.38206 5.04953
H -3.83415 2.93624 -3.68931
H -1.82950 -0.92117 4.17499
H -0.53016 1.05683 4.84435
H -1.68553 4.02134 4.86562
H -1.72441 -2.27828 6.25386
H -3.14902 -4.40455 -0.60214
H -2.18238 5.72814 1.87737
H 0.61477 -5.30613 0.75494
H 1.26722 2.23895 -4.76987
H -5.66987 -3.58074 4.77868
H 1.28276 3.28801 -6.28169
H 4.96272 -0.78367 0.84600
H 3.96016 -1.99080 -2.33333
H -4.43159 -4.70997 0.62153
H 0.12393 2.78054 1.79556
H 5.13971 -2.95283 -1.45480
H 4.38562 0.41882 -2.49263
H -2.07424 4.57513 -5.47636
H -1.55860 -5.18263 2.65621
H -4.48258 -4.68066 3.01820
H 3.77123 -2.21169 -0.60660
H -3.18285 4.01973 3.03026
H 5.85788 -1.18288 -3.21060
H -3.20857 -2.03581 2.15406
H -1.43216 -3.95318 -1.22265
H -3.21833 2.37837 4.29849
H -0.68159 5.42827 -4.94422
H -0.99722 1.93582 -3.58269
H -2.29259 3.46643 -2.22369
H -2.03067 -6.53725 -0.03403
H -4.57081 -2.14898 4.72686
H 0.11025 -5.80677 -0.75688
H -0.74332 4.71671 -6.71631
H 4.91537 1.21089 -1.01154
H -2.28714 -3.16810 3.25385
H -2.89319 1.22734 3.10029
H -2.75078 3.14987 1.49214
H -1.83566 4.84058 -3.23752
H -0.08434 3.38873 -3.08090
H -0.70515 -3.02590 1.59650
H -3.93530 -3.78252 5.15292
H -2.18031 2.10566 -5.79550
H -1.00065 2.53124 -7.08459
H -5.23232 -3.13372 2.45335
H 0.09161 -3.23884 -0.66083
H -1.11707 1.41896 1.85198
H -1.12914 -7.06342 1.21591
H 3.53963 0.04687 -0.91659
H -4.12889 -3.06588 -0.08932
H 7.33323 -2.87442 -1.68693
H 6.47634 -1.70855 0.38261
H -0.66263 5.98535 3.75790
H 1.38034 3.99816 -4.62323
H 9.45159 -1.56298 -1.38018
H -3.04219 -5.85768 2.08864
H 0.40232 5.02208 2.77629
H -0.54099 1.36497 -5.88206
H 8.05785 -1.99940 -3.09105
H 0.29786 1.50037 3.04547
H 6.74890 0.03903 -2.49675
H -2.37694 -0.87403 7.18502
H 0.01529 3.50110 4.71441
H -1.77268 -2.20304 0.53889
H -0.72889 -0.84754 6.66953
H -1.75908 1.41846 6.05726
H -0.97974 4.56162 1.05666

Cartesian forces (eV/Å) of the 2 atoms listed first:
0.048 -0.512 0.059
-0.339 -0.359 -0.732



Repeat the second record exactly.
Entry from the OMol25 dataset: a molecular structure, C15H16FN3O in a non-equilibrium geometry (wB97M-V/def2-TZVPD).

Computed properties:
- HOMO-LUMO gap: 7.5 eV
- Energy: -25037.4427 eV
- Highest occupied orbital energy: -0.255 Eh
- Strongest force on any atom: 16.1 eV/Å
- Relative energy (zero: lowest compared OMol25 entry of this formula, charge and spin): 1293.5 kJ/mol

Cartesian coordinates (Å):
F -5.54454 -1.97719 -0.56603
O 2.11242 -2.94371 -0.16268
N 3.64256 -1.15721 0.13907
N 1.22108 -1.14191 0.93033
N -1.75843 1.73258 0.63080
C -0.75073 0.96921 0.62901
C 0.05109 -1.53887 0.67846
C 2.34986 -1.90212 0.05351
C -3.29362 -1.47390 -0.26258
C 0.65441 1.52873 1.14882
C -2.35438 -0.35825 0.21323
C 3.96050 0.25800 -0.50501
C -2.69736 1.01532 0.10849
C -0.97451 -0.61454 0.41985
C 1.42623 0.11560 1.55279
C 2.57552 1.43395 -2.12863
C -4.63934 -1.10555 -0.30837
C -4.95965 0.09278 -0.38830
C 3.21100 0.29936 -1.77979
C -4.14482 1.21058 -0.05406
H 4.90802 0.28823 -0.64670
H 2.54010 0.24591 1.85229
H 2.64780 2.55848 -1.62154
H -1.77843 2.68384 0.49425
H 2.94838 -0.72978 -2.37548
H 0.69797 2.07145 1.96421
H -0.25162 -2.32852 1.59231
H -4.53920 2.39249 0.02024
H -3.00089 -2.32665 -0.38460
H 3.50055 0.95876 0.06993
H 4.24122 -1.71096 -0.24493
H -0.03472 -2.08346 -0.19454
H 1.97039 1.42405 -3.14918
H 1.16211 1.69352 0.37190
H -6.02844 0.58500 -0.63090
H 0.92948 -0.16520 2.53386

Cartesian forces (eV/Å) of the 2 atoms listed first:
-2.425 -2.940 -0.580
-1.334 -11.365 -3.705



The highest energy belongs to which entry?
C15H16FN3O



What did the second record say?
Entry from the OMol25 dataset: a molecular structure, C15H16FN3O in a non-equilibrium geometry (wB97M-V/def2-TZVPD).

Computed properties:
- HOMO-LUMO gap: 7.5 eV
- Energy: -25037.4427 eV
- Highest occupied orbital energy: -0.255 Eh
- Strongest force on any atom: 16.1 eV/Å
- Relative energy (zero: lowest compared OMol25 entry of this formula, charge and spin): 1293.5 kJ/mol

Cartesian coordinates (Å):
F -5.54454 -1.97719 -0.56603
O 2.11242 -2.94371 -0.16268
N 3.64256 -1.15721 0.13907
N 1.22108 -1.14191 0.93033
N -1.75843 1.73258 0.63080
C -0.75073 0.96921 0.62901
C 0.05109 -1.53887 0.67846
C 2.34986 -1.90212 0.05351
C -3.29362 -1.47390 -0.26258
C 0.65441 1.52873 1.14882
C -2.35438 -0.35825 0.21323
C 3.96050 0.25800 -0.50501
C -2.69736 1.01532 0.10849
C -0.97451 -0.61454 0.41985
C 1.42623 0.11560 1.55279
C 2.57552 1.43395 -2.12863
C -4.63934 -1.10555 -0.30837
C -4.95965 0.09278 -0.38830
C 3.21100 0.29936 -1.77979
C -4.14482 1.21058 -0.05406
H 4.90802 0.28823 -0.64670
H 2.54010 0.24591 1.85229
H 2.64780 2.55848 -1.62154
H -1.77843 2.68384 0.49425
H 2.94838 -0.72978 -2.37548
H 0.69797 2.07145 1.96421
H -0.25162 -2.32852 1.59231
H -4.53920 2.39249 0.02024
H -3.00089 -2.32665 -0.38460
H 3.50055 0.95876 0.06993
H 4.24122 -1.71096 -0.24493
H -0.03472 -2.08346 -0.19454
H 1.97039 1.42405 -3.14918
H 1.16211 1.69352 0.37190
H -6.02844 0.58500 -0.63090
H 0.92948 -0.16520 2.53386

Cartesian forces (eV/Å) of the 2 atoms listed first:
-2.425 -2.940 -0.580
-1.334 -11.365 -3.705



Which of these has the highest strongest force on any atom?
C15H16FN3O